Computed, not measured: 2 unconnected molecules or ions with the total composition C3H10N2O3 in a non-equilibrium geometry, with ωB97M-V/def2-TZVPD.

## Properties
Multiplicity = 1
SMILES = NC(=O)[C@@H](N)CO.O
LUMO level = 0.620 eV
HOMO level = -9.50 eV
Strongest force on any atom = 1.777 eV/Å
Energy above the lowest of the compared OMol25 structures with the same formula, charge and spin = 21.2 kcal per mole
Frontier orbital gap = 10.122 eV

Last column: Mulliken charge in e.
Element x y z (Å)
1 N 0.4012 -1.6311 -0.8977  -0.363
2 C 0.1323 -0.4126 -0.3797  0.313
3 O 0.4583 0.6173 -0.9495  -0.617
4 C -0.6616 -0.3160 0.9185  0.522
5 N -0.0051 -1.2494 1.8618  -0.702
6 C -0.6330 1.0878 1.5174  -0.654
7 O -1.5782 1.1264 2.5776  -0.537
8 H 0.9195 -1.5610 -1.7589  0.257
9 H -0.0299 -2.4851 -0.5966  0.219
10 H -1.7558 -0.6230 0.9270  0.213
11 H 1.0045 -1.2809 1.8627  0.221
12 H -0.4372 -1.0653 2.7597  0.237
13 H -0.8272 1.8980 0.8196  0.290
14 H 0.3356 1.1702 2.0337  0.278
15 H -2.4728 1.1849 2.2232  0.320
16 O 1.8787 1.3979 -4.5900  -0.636
17 H 1.1844 0.7432 -4.6803  0.309
18 H 2.0862 1.3987 -3.6486  0.328